(1)
Here is C56H57CaCl2N4O3P2 as an isolated structure from OMol25. Energies are from ωB97M-V with the def2-TZVPD basis set.

```
! wB97M-V def2-TZVPD RIJCOSX def2/J DEFGRID3
* xyz -1 1
H -5.11 -3.88 4.23
C -0.30 5.81 2.13
H 8.67 0.80 0.75
O -1.63 0.42 -1.25
C -2.50 -4.60 -0.81
N 1.23 -2.97 0.78
C -3.47 2.88 3.18
H -2.64 -6.57 -1.65
C -0.03 2.27 4.79
H -4.01 1.59 -1.23
C -1.03 2.04 -2.90
H 6.34 1.61 0.71
C -2.81 0.34 -3.34
H 1.79 -3.69 0.34
H 3.45 -6.78 -1.16
H -3.96 3.31 1.13
C 7.06 -2.11 0.10
H 9.13 -1.62 0.34
H 7.24 -3.16 -0.10
C -2.13 -5.62 -1.67
H 0.37 -3.98 -3.27
C 0.64 4.34 0.47
H -5.85 1.10 1.13
Cl 5.54 -3.33 2.69
Ca 0.13 0.98 -0.14
C 4.06 -4.79 -0.73
H -0.24 1.38 -3.27
H -1.32 -0.99 6.41
H 1.13 -2.22 0.10
H -3.29 2.60 5.30
H -2.39 -0.13 4.37
C -0.96 -0.07 5.97
H -1.27 -5.72 3.78
C -3.87 -1.45 0.09
H 1.43 2.29 6.35
C -5.54 0.24 0.56
C 6.55 0.56 0.54
H -2.73 2.77 -0.89
C 7.86 0.10 0.56
H -3.59 -0.27 -2.88
H -7.31 0.18 -0.66
N 0.59 -0.39 2.00
P -1.91 2.08 2.64
C -1.07 -5.39 -2.55
C 4.62 -3.85 0.17
H -0.74 -6.17 -3.23
N -0.18 -1.90 -1.79
H -0.59 2.75 -2.18
C -0.11 3.22 0.92
H -3.29 -4.79 -0.09
P -2.24 -2.14 0.53
C -4.69 -1.95 -0.92
H 2.83 -2.05 1.88
C -3.91 2.98 4.49
C -1.57 0.43 4.82
H -6.88 4.54 4.01
C -1.75 -4.20 2.36
C -3.20 2.17 -1.67
C 5.74 -1.65 0.10
H -6.54 -1.76 -1.99
H 1.13 6.42 0.64
H 1.50 -1.24 3.68
H -4.36 -2.80 -1.51
C -0.94 3.49 2.02
C 4.07 0.27 0.41
O 2.20 1.01 -0.82
C 8.11 -1.24 0.34
H 0.06 -2.11 3.15
C -2.70 -3.27 1.91
C 0.58 1.77 5.93
H 2.03 -3.41 2.65
H -3.62 2.84 -2.43
C 3.12 0.14 -0.79
C -5.92 -1.37 -1.19
C -3.90 -3.17 2.60
C -4.31 -0.34 0.81
H -1.37 2.64 -3.75
H -3.65 0.10 1.56
C -5.13 3.58 4.79
N 4.69 -2.53 -0.19
C 0.12 0.60 6.52
C -1.86 -3.36 -0.80
H 4.14 1.34 0.63
H 5.18 -6.05 2.71
C -4.16 -3.97 3.71
C 0.55 5.60 1.04
C -5.93 4.08 3.78
H 0.61 0.21 7.41
H 0.61 0.42 2.62
C -3.22 -4.89 4.14
C 5.47 -0.29 0.32
H -1.70 4.92 3.47
H 3.54 -0.16 1.27
C 0.95 -1.58 2.80
Cl 3.52 -4.23 -2.28
C 4.32 -6.61 0.81
C 3.90 -6.13 -0.42
C -2.01 -5.01 3.46
H 1.32 4.21 -0.37
C -2.16 1.22 -2.27
H -2.06 -0.34 -3.77
C 4.87 -5.72 1.73
H -3.41 -5.52 5.01
H 4.21 -7.65 1.06
H -0.40 -0.50 1.75
C -6.35 -0.28 -0.45
C -1.12 1.61 4.22
H -0.81 -4.28 1.83
C -0.44 -4.16 -2.58
H -6.11 4.38 1.65
H 0.54 -1.81 -2.48
H -3.25 0.93 -4.14
H 4.03 -2.15 -0.87
C 4.99 -4.38 1.42
H -0.38 6.80 2.58
H -4.66 -2.47 2.28
C 1.85 -2.52 2.02
O 3.27 -0.77 -1.62
C -4.29 3.39 2.16
H -5.46 3.65 5.82
C -1.04 4.76 2.62
C -5.50 3.99 2.46
H 0.34 3.17 4.32
C -0.83 -3.11 -1.73
H -0.76 -1.05 -1.65
*
```

Summary:
E_LUMO in eV: 2.3
Relative energy (zero: lowest compared OMol25 entry of this formula, charge and spin) in kJ/mol: 0.00
E_HOMO in eV: -5.41
Frontier orbital gap in eV: 7.73
E_tot in eV: -133168.3258

Here are the Löwdin charges for atoms 1 to 8, given in e: 0.10, -0.12, 0.09, -0.48, -0.12, 0.05, -0.37, 0.09

(2)
Here is C56H60B4N4O37Y as an isolated structure from OMol25. Energies are from ωB97M-V with the def2-TZVPD basis set.

```
! wB97M-V def2-TZVPD RIJCOSX def2/J DEFGRID3
* xyz -1 1
C 0.13 1.65 5.35
O 0.64 0.74 -0.84
O -8.07 -1.00 -1.61
H -5.88 -2.92 -5.53
C 3.29 1.55 -5.44
C 3.18 -5.85 -6.30
O 3.78 -2.50 -3.80
H -2.25 -5.01 -6.01
H -6.68 0.07 0.67
H -2.42 -1.20 3.35
C 7.57 0.07 0.38
H 4.56 0.36 -0.58
N 3.48 1.78 3.78
H -5.31 1.90 -0.22
O -1.71 3.01 5.23
O 1.07 0.95 4.97
H -3.92 3.74 0.56
O 0.09 -3.31 2.62
C -0.73 2.58 4.45
O -5.27 3.20 -1.80
H 7.98 -0.34 1.30
B 4.15 -2.88 -0.37
C 3.21 1.37 -3.07
H 1.08 5.15 2.31
O 5.48 -3.24 0.25
C -1.02 -1.95 -1.96
H -3.65 -0.08 5.12
O -4.03 1.65 8.89
H 4.12 3.42 -6.13
C -4.79 -3.42 -3.69
C 0.71 -4.50 4.50
C 2.01 5.01 -0.27
O 4.34 -2.11 -1.62
O 1.57 0.02 2.43
H 4.70 -5.71 -7.80
C 3.15 -4.07 -2.06
O -0.40 -5.27 1.37
C -4.55 4.39 -2.14
C -3.53 3.22 -0.32
C -2.97 -4.57 -5.33
H 4.84 5.13 2.34
H 3.26 -6.93 -6.29
O -0.01 -0.58 0.96
H -4.01 0.13 1.22
O 1.55 -2.24 4.01
O -1.12 -2.90 -2.67
H 2.71 -0.23 -4.43
H 8.17 0.95 0.08
C 1.58 6.86 1.09
H -3.82 -1.57 2.43
O 2.51 1.59 0.12
C 7.42 -0.95 -0.71
C 3.96 -5.17 -7.23
H 3.03 0.84 -2.14
C -3.21 4.22 -1.41
C 0.61 4.83 0.26
N 2.20 -5.28 -5.55
H 5.78 -0.83 -2.28
H -2.43 3.90 -2.10
H -5.04 5.27 -1.72
C 4.72 2.99 2.04
H -4.20 1.45 -1.50
O 0.05 -1.59 -1.27
H 2.37 6.95 1.84
O -2.03 -4.52 2.78
H 5.30 2.87 1.14
H 1.12 -3.47 -5.38
C -6.72 -1.12 -1.13
C -1.54 -5.47 0.75
O -3.34 -1.07 -1.89
C 3.79 4.18 3.93
O 6.22 0.49 0.61
B -1.58 2.48 6.61
C 1.47 0.99 0.14
C 4.52 4.17 2.74
H 5.68 1.70 -1.00
N -2.79 -4.80 -3.99
H -4.45 4.53 -3.22
H 2.05 4.71 -1.32
C -2.30 3.39 8.54
H -6.38 -2.13 -1.34
H -3.68 -4.25 -2.17
H 3.87 3.11 -2.02
H 0.33 3.77 0.32
C 2.74 -3.22 -6.70
C -3.73 -4.19 -3.25
O -5.02 0.70 3.79
C -3.14 2.11 8.23
C -3.37 -0.77 3.02
O -3.82 -4.99 1.45
C -4.20 1.46 2.85
C -4.99 -3.30 -5.04
C 3.78 -3.80 -7.40
O -0.33 1.67 6.54
C 5.60 0.66 -0.67
H 8.34 -1.22 -1.23
C 3.77 -2.76 -2.63
H -3.55 2.13 3.43
O 0.01 -5.33 3.78
O -2.49 4.09 9.51
O -0.58 2.75 3.28
H -2.80 5.13 -0.97
C 4.19 1.87 2.63
C 5.53 -2.74 1.46
C -4.04 -3.87 -5.89
H 7.00 0.43 -2.25
O 4.03 -1.38 2.77
H -4.88 -1.19 4.56
H -2.53 0.90 1.77
C 3.78 2.85 -5.28
H 2.70 3.05 5.30
C -4.59 2.30 -0.94
H -9.09 0.42 -0.33
C 3.61 2.70 -2.99
C -6.88 -0.96 0.38
C 4.17 -2.07 1.76
H 2.77 4.45 0.28
H -4.21 -3.76 -6.95
C 0.81 -3.16 3.69
B -0.24 -0.38 -0.47
C -8.34 -1.33 0.62
B -0.58 -4.61 2.64
H 4.33 0.95 2.08
O 2.19 6.41 -0.11
H -8.52 -2.40 0.55
H -4.83 2.14 2.26
N 3.89 3.44 -4.07
O 1.21 -4.64 5.58
H 3.64 5.10 4.47
H 4.46 -3.24 -8.03
O 3.46 -4.09 -0.76
H -0.13 5.20 -0.45
O -2.70 1.67 7.05
O 2.61 -4.88 -2.74
H 6.98 -1.90 -0.41
H 3.30 1.05 -6.40
H -8.64 -1.05 1.63
C -2.21 -1.02 -1.55
O 3.44 -2.16 0.71
C -4.22 -0.40 4.24
H -6.18 -1.57 0.94
Y 2.98 -0.42 4.60
C 1.05 0.06 1.33
O 6.42 -2.75 2.25
O -1.67 -0.11 -0.75
C 1.98 -3.97 -5.79
O -1.46 3.58 7.58
H -6.08 -0.33 -1.53
C -2.65 -4.91 1.67
C -9.01 -0.64 -0.56
C 6.43 -0.25 -1.62
C -3.45 0.42 2.11
H 1.13 7.83 0.87
C 0.63 5.71 1.48
C 3.29 2.99 4.39
H 2.50 -2.18 -6.85
O -1.70 -6.01 -0.31
H -2.66 2.65 0.01
H -0.36 6.06 1.77
H -5.56 -3.01 -3.05
C 3.06 0.79 -4.32
H -9.95 -1.10 -0.85
*
```

Summary:
E_LUMO in eV: -2.3
E_HOMO in eV: -6.83
Frontier orbital gap in eV: 4.49
E_tot in eV: -144533.8785

Here are the Löwdin charges for atoms 1 to 8, given in e: -0.33, 0.26, -0.15, 0.10, -0.07, -0.15, 0.16, 0.09

(3)
Here is C56H61IrN4O4PSi3 as an isolated structure from OMol25. Energies are from ωB97M-V with the def2-TZVPD basis set.

```
! wB97M-V def2-TZVPD RIJCOSX def2/J DEFGRID3
* xyz 2 2
H 3.76 -3.08 -0.52
H -4.79 1.01 5.66
N 0.91 1.57 1.69
C 3.27 1.65 2.09
H -0.11 -2.88 -1.81
H -3.70 0.04 -2.77
H -2.31 -1.71 4.02
C 1.65 1.85 -5.44
C -5.02 3.38 1.12
Si -3.91 -0.69 0.93
C 0.54 2.63 -5.15
C 1.77 -6.44 0.38
H -0.82 3.24 -3.61
C 2.89 -4.37 0.98
H 6.76 2.05 0.42
H 3.95 -2.36 2.49
H 4.16 3.57 2.41
H -5.88 0.57 0.34
H -2.07 0.20 -3.41
C 4.06 -3.01 -3.85
C 1.77 1.10 -3.13
C -0.89 -3.69 0.93
C -2.80 1.38 4.95
C -4.10 0.92 4.83
C 1.49 -6.69 1.72
H 2.60 3.21 -1.97
H 4.19 1.11 2.21
H -2.44 1.84 5.86
H 2.05 1.82 -6.45
H 2.69 -5.12 -1.03
H 5.87 -3.31 -4.97
C 5.02 1.30 -0.58
C 0.94 2.91 1.72
C 0.05 2.64 -3.86
H 1.45 -7.14 -0.38
C -3.27 -2.74 -1.77
H 6.14 4.42 0.09
H 1.69 -2.38 1.45
H 2.37 -2.42 -2.67
C 3.25 3.03 2.19
Ir -1.10 0.80 1.01
H -3.27 -2.97 -2.84
H -2.78 3.77 -1.39
C -2.58 3.71 1.37
H -2.30 5.85 1.76
Si -2.07 -1.32 -1.47
H 3.13 0.52 -4.69
C -1.90 5.06 1.14
C 4.31 3.95 -0.94
O -0.51 4.82 1.55
C -3.79 3.52 0.49
H -0.93 1.62 3.90
H -1.77 -4.35 0.88
C -6.14 3.53 -0.99
C -0.09 1.96 -1.53
C 5.84 2.30 -0.09
H -2.92 3.63 2.41
H -4.51 1.23 -0.57
C 2.46 -5.31 0.01
C -3.74 3.67 -0.89
O -0.71 2.97 -1.25
H -1.88 5.34 0.09
C 2.26 1.11 -4.44
O 3.49 -0.81 1.18
C -1.95 1.26 3.87
H -0.48 -3.61 -0.08
N -1.39 2.79 1.29
H 0.07 3.23 -5.92
H -3.38 -2.80 3.13
Si -1.37 -2.07 1.72
C 3.34 -2.13 -3.05
C -4.91 3.66 -1.63
C -2.34 -2.50 3.27
C 3.84 1.60 -1.27
H 5.32 0.26 -0.44
C 2.10 0.94 1.82
C 5.07 -0.48 -3.29
C 4.10 -2.16 1.43
C 0.63 1.87 -2.85
H 5.46 0.51 -3.10
H 3.66 -3.98 -4.09
H 6.76 -1.06 -4.46
H -5.27 -0.29 -1.07
C 5.80 -1.37 -4.07
H -4.28 -3.18 1.15
C -2.11 -0.86 0.40
H -0.50 -1.91 -3.22
H 0.11 -0.49 3.10
H -7.15 3.30 0.88
C -0.41 -1.88 -2.12
H 4.04 4.98 -1.10
C -4.88 -2.27 1.22
C 2.60 -4.65 2.34
C 3.49 2.94 -1.43
C -2.65 0.15 -2.48
C 2.29 -0.53 1.60
P 2.71 0.24 -1.81
H -4.30 -2.51 -1.49
C 0.22 -1.47 2.64
H 1.71 -5.99 3.74
C -4.49 0.33 3.64
H -5.36 -2.28 2.21
C 5.30 -2.63 -4.35
H -1.82 -3.36 3.70
N 1.41 -1.46 1.79
H -2.54 1.11 -1.97
H 5.15 -1.94 1.25
H -7.05 3.55 -1.58
C -4.97 0.31 -0.21
H 0.38 -1.18 -1.87
H 0.95 -7.59 2.00
H 2.94 -3.99 3.13
C -3.60 0.21 2.58
H -5.67 -2.35 0.48
N -2.34 0.69 2.71
C 2.06 3.68 1.96
C -6.20 3.39 0.38
C -0.37 3.52 1.49
H -5.50 -0.06 3.53
H -5.07 3.29 2.20
H 1.97 4.76 1.96
C 3.83 -0.85 -2.77
C 3.58 -3.21 0.54
O -0.03 0.91 -0.74
C 1.91 -5.79 2.69
C 5.49 3.64 -0.27
H -0.16 -4.20 1.56
H 0.43 -2.18 3.44
H -2.98 -3.65 -1.24
H -4.87 3.78 -2.70
*
```

Summary:
Expectation value of S²: 0.79
E_LUMO (spin up / spin down) in eV: -6.0 / -6.0
Relative energy (zero: lowest compared OMol25 entry of this formula, charge and spin) in kJ/mol: 0.00
E_HOMO (spin up / spin down) in eV: -12.07 / -12.08
Frontier orbital gap (spin up / spin down) in eV: 6.05 / 6.06
E_tot in eV: -108963.3600

Here are the Löwdin charges for atoms 1 to 8, given in e: 0.11, 0.13, 0.09, 0.04, 0.02, 0.04, 0.04, -0.05